1.
Formula: C6H14O
Source: the Open Molecules 2025 dataset
Level of theory: ωB97M-V with the def2-TZVPD basis set

The geometry in ORCA input format:
```
! RIJCOSX wB97M-V def2-TZVPD def2/J DEFGRID3
* xyz 0 1
H -1.1383 2.4229 0.3050
C -0.0910 -0.3883 -0.8381
C -0.9534 0.1924 0.0175
H -2.6027 1.5501 -0.2455
H -1.1025 -1.4086 1.5125
C 0.6518 -1.6484 -0.6545
H -1.2801 1.8992 -1.4023
H 4.5716 0.0103 -2.8330
C -1.5080 1.6234 -0.3589
H -0.8324 0.1996 3.3820
H 3.4568 -0.9871 -2.4007
H 0.0969 0.0884 -1.8092
O 3.7282 -0.0440 -2.3290
H 0.2893 0.7910 2.1166
C -1.3629 -0.3458 1.3446
H 0.7948 -2.0233 0.3729
H -2.4573 -0.2428 1.4755
C -0.7708 0.6063 2.3586
H -1.3110 1.5675 2.3289
H 1.6405 -1.4195 -1.0864
H 0.1804 -2.4434 -1.2566
*
```

The calculation puts the max |F| at 0.0459 Eh/bohr. Its SMILES is C/C=C(/C)CC.O. Its gap between HOMO and LUMO is 9.42 eV. As for the energy above the lowest of the compared OMol25 structures with the same formula, charge and spin: 26.4 kcal per mole. The HOMO energy is -8.60 eV.

These are the natural (NBO) partial charges, in e, on atoms 1 to 4: number 1, H, carries 0.21; number 2, C, carries -0.20; number 3, C, carries 0.03; number 4, H, carries 0.20

2.
Formula: C3H4N2O
Source: the Open Molecules 2025 dataset
Level of theory: ωB97M-V with the def2-TZVPD basis set

The geometry in ORCA input format:
```
! RIJCOSX wB97M-V def2-TZVPD def2/J DEFGRID3
* xyz 0 1
H -1.6049 -1.6276 0.0890
C 0.3190 0.8820 -0.4442
C -1.0348 0.2801 -0.4158
H 0.7750 1.0909 -1.4138
H -2.0277 0.6991 -0.5213
C 1.1966 -0.3291 -0.0685
N -0.8534 -0.9580 -0.0480
N 0.3867 -1.4270 0.1647
H 0.4128 1.7925 0.1562
O 2.4059 -0.3086 -0.1588
*
```

The calculation puts the max |F| at 0.0157 Eh/bohr. Its gap between HOMO and LUMO is 8.80 eV. As for the energy above the lowest of the compared OMol25 structures with the same formula, charge and spin: 50.8 kcal per mole. The HOMO energy is -8.62 eV.

These are the natural (NBO) partial charges, in e, on atoms 1 to 4: number 1, H, carries 0.42; number 2, C, carries -0.61; number 3, C, carries 0.03; number 4, H, carries 0.28